Entry 1:
{"formula": "C6H6", "method": "ωB97M-V/def2-TZVPD", "symbols": ["C", "C", "C", "C", "C", "C", "H", "H", "H", "H", "H", "H"], "coordinates": [[-1.121, -2.219, -1.571], [-0.345, -1.608, -0.884], [0.621, -0.865, -0.067], [0.149, 0.481, 0.348], [-0.771, 1.374, 0.496], [0.608, 1.783, 0.934], [-1.809, -2.760, -2.183], [1.562, -0.756, -0.621], [0.870, -1.445, 0.832], [-1.799, 1.688, 0.397], [1.189, 2.477, 0.319], [0.846, 1.850, 2.001]], "lowdin_charge": [0.11, -0.14, -0.16, -0.23, 0.01, -0.12, 0.02, 0.13, 0.13, 0.10, 0.08, 0.08], "max_force_ev_per_a": 0.5, "smiles": "C#CCC1=CC1", "de_lowest_kcal_mol": 102.8, "spin_multiplicity": 1}

Entry 2:
{"formula": "C6H6", "method": "ωB97M-V/def2-TZVPD", "symbols": ["C", "C", "C", "C", "C", "C", "H", "H", "H", "H", "H", "H"], "coordinates": [[1.384, -0.168, 0.030], [2.419, -0.615, 0.584], [-0.125, 1.367, 0.326], [0.648, 0.845, -0.790], [-0.059, -0.128, 0.073], [-1.012, -1.301, 0.021], [0.472, 1.715, 1.297], [-1.128, 1.788, 0.123], [1.006, 1.315, -1.927], [-1.840, -1.196, 0.726], [-0.521, -2.240, 0.484], [-1.244, -1.381, -0.946]], "lowdin_charge": [-0.37, 0.18, -0.08, -0.14, -0.33, 0.01, 0.15, 0.11, 0.22, 0.08, 0.12, 0.03], "max_force_ev_per_a": 5.2, "de_lowest_kcal_mol": 176.1, "spin_multiplicity": 1}

Entry 3:
{"formula": "C6H6", "method": "ωB97M-V/def2-TZVPD", "symbols": ["C", "C", "C", "C", "C", "C", "H", "H", "H", "H", "H", "H"], "coordinates": [[-2.577, -0.785, -1.259], [-1.767, -0.147, -0.638], [-0.757, 0.618, 0.100], [0.657, 0.317, -0.336], [1.711, 0.131, 0.538], [2.452, 0.310, 1.598], [-3.301, -1.351, -1.803], [-0.860, 0.449, 1.176], [-0.926, 1.695, -0.065], [1.719, -0.870, -0.064], [0.820, 0.180, -1.403], [2.830, -0.547, 2.156]], "lowdin_charge": [0.11, -0.15, -0.19, -0.09, -0.34, 0.07, 0.03, 0.13, 0.13, 0.19, 0.12, 0.01], "max_force_ev_per_a": 0.5, "de_lowest_kcal_mol": 168.4, "spin_multiplicity": 1}

Entry 4:
{"formula": "C6H6", "method": "ωB97M-V/def2-TZVPD", "symbols": ["C", "C", "C", "C", "C", "C", "H", "H", "H", "H", "H", "H"], "coordinates": [[3.863, 0.022, -0.092], [2.679, -0.209, -0.091], [1.316, -0.438, -0.098], [0.119, -0.601, -0.108], [-1.343, -0.662, -0.059], [-1.937, 0.752, 0.005], [4.907, 0.246, -0.106], [-1.728, -1.196, -0.936], [-1.641, -1.247, 0.820], [-3.019, 0.716, 0.166], [-1.482, 1.320, 0.821], [-1.742, 1.288, -0.928]], "lowdin_charge": [0.12, -0.16, -0.05, -0.02, -0.25, -0.11, 0.03, 0.11, 0.11, 0.07, 0.08, 0.08], "max_force_ev_per_a": 0.5, "smiles": "C#CC#CCC", "de_lowest_kcal_mol": 79.7, "spin_multiplicity": 1}

Entry 5:
{"formula": "C6H6", "method": "ωB97M-V/def2-TZVPD", "symbols": ["C", "C", "C", "C", "C", "C", "H", "H", "H", "H", "H", "H"], "coordinates": [[0.273, 2.877, 0.626], [-0.159, 1.754, 0.636], [-0.741, 0.409, 0.608], [0.090, -0.622, -0.063], [1.188, -1.146, -0.498], [-0.076, -1.891, -0.837], [0.655, 3.874, 0.609], [-1.700, 0.446, 0.079], [-0.973, 0.073, 1.628], [2.260, -1.121, -0.621], [-0.483, -1.836, -1.852], [-0.334, -2.816, -0.314]], "lowdin_charge": [0.11, -0.14, -0.16, -0.23, 0.02, -0.12, 0.02, 0.13, 0.13, 0.10, 0.08, 0.08], "max_force_ev_per_a": 0.5, "smiles": "C#CCC1=CC1", "de_lowest_kcal_mol": 103.9, "spin_multiplicity": 1}

Entry 6:
{"formula": "C6H6", "method": "ωB97M-V/def2-TZVPD", "symbols": ["C", "C", "C", "C", "C", "C", "H", "H", "H", "H", "H", "H"], "coordinates": [[-1.639, -1.193, -0.883], [-1.276, -0.140, -1.341], [-0.521, 1.118, -1.509], [0.418, 1.001, -0.374], [0.817, 0.391, 0.586], [1.236, -0.403, 1.731], [-1.891, -2.114, -0.406], [-0.013, 1.177, -2.478], [-1.167, 2.000, -1.425], [0.429, -0.477, 2.470], [1.504, -1.421, 1.426], [2.102, 0.061, 2.202]], "lowdin_charge": [0.10, -0.14, -0.20, -0.05, -0.10, -0.10, 0.03, 0.11, 0.11, 0.08, 0.08, 0.07], "max_force_ev_per_a": 0.6, "smiles": "C#CCC#CC", "de_lowest_kcal_mol": 98.3, "spin_multiplicity": 1}

Entry 7:
{"formula": "C6H6", "method": "ωB97M-V/def2-TZVPD", "symbols": ["C", "C", "C", "C", "C", "C", "H", "H", "H", "H", "H", "H"], "coordinates": [[-1.785, -0.129, 0.450], [-1.431, 0.363, -0.899], [-1.222, 0.809, -2.087], [0.076, 0.539, -1.341], [1.033, 0.258, -0.634], [2.027, -0.185, 0.332], [-1.902, 0.716, 1.136], [-0.981, -0.765, 0.839], [-2.702, -0.717, 0.424], [2.062, -1.277, 0.406], [1.806, 0.218, 1.329], [3.019, 0.170, 0.047]], "lowdin_charge": [-0.04, -0.20, 0.07, -0.21, -0.04, -0.09, 0.09, 0.08, 0.08, 0.08, 0.08, 0.08], "max_force_ev_per_a": 0.9, "de_lowest_kcal_mol": 132.8, "spin_multiplicity": 1}

Entry 8:
{"formula": "C6H6", "method": "ωB97M-V/def2-TZVPD", "symbols": ["C", "C", "C", "C", "C", "C", "H", "H", "H", "H", "H", "H"], "coordinates": [[-1.318, 0.369, 0.738], [-1.459, 0.426, -0.811], [-0.030, 1.159, 0.588], [-0.256, 1.358, -0.818], [-0.136, -0.230, -0.019], [0.795, -1.346, -0.220], [-1.653, -0.170, 1.594], [0.656, 1.409, 1.341], [0.322, 1.690, -1.584], [1.294, -1.438, 0.738], [1.565, -0.975, -0.973], [0.220, -2.251, -0.574]], "lowdin_charge": [-0.09, -0.02, -0.14, 0.00, -0.34, -0.03, 0.12, 0.11, 0.09, 0.08, 0.11, 0.11], "max_force_ev_per_a": 5.6, "de_lowest_kcal_mol": 154.3, "spin_multiplicity": 1}

Entry 9:
{"formula": "C6H6", "method": "ωB97M-V/def2-TZVPD", "symbols": ["C", "C", "C", "C", "C", "C", "H", "H", "H", "H", "H", "H"], "coordinates": [[2.155, 0.069, -0.026], [1.161, -0.767, 0.688], [0.594, -0.851, -0.752], [1.070, 0.954, 0.361], [-0.073, 0.126, 0.065], [-1.516, 0.202, 0.305], [0.997, -0.357, -1.569], [-0.035, -1.665, -0.965], [1.072, 1.858, 0.991], [-1.846, 0.597, 1.207], [-1.783, -0.838, 0.272], [-1.797, 0.672, -0.577]], "lowdin_charge": [0.05, -0.04, -0.14, -0.08, -0.41, 0.01, 0.10, 0.12, 0.14, 0.07, 0.09, 0.08], "max_force_ev_per_a": 3.2, "de_lowest_kcal_mol": 179.0, "spin_multiplicity": 1}

Entry 10:
{"formula": "C6H6", "method": "ωB97M-V/def2-TZVPD", "symbols": ["C", "C", "C", "C", "C", "C", "H", "H", "H", "H", "H", "H"], "coordinates": [[1.463, -0.669, -0.242], [0.498, -0.235, 0.859], [-0.117, 2.072, 0.903], [-0.433, 0.897, 0.408], [-1.552, 0.646, -0.443], [-2.516, 0.407, -1.126], [2.026, -1.553, 0.075], [0.929, -0.916, -1.166], [2.176, 0.130, -0.465], [1.054, 0.087, 1.746], [-0.150, -1.061, 1.171], [-3.378, 0.195, -1.719]], "lowdin_charge": [-0.10, -0.23, 0.29, -0.45, -0.13, 0.13, 0.07, 0.08, 0.08, 0.10, 0.12, 0.03], "max_force_ev_per_a": 0.7, "de_lowest_kcal_mol": 131.0, "spin_multiplicity": 1}

Entry 11:
{"formula": "C6H6", "method": "ωB97M-V/def2-TZVPD", "symbols": ["C", "C", "C", "C", "C", "C", "H", "H", "H", "H", "H", "H"], "coordinates": [[-0.303, -1.001, -1.079], [0.184, -1.353, 0.177], [0.752, -0.232, 0.829], [0.489, 0.908, 0.134], [-0.365, 0.542, -1.077], [0.364, 1.028, 1.565], [-0.391, -1.557, -2.032], [0.237, -2.421, 0.513], [-0.099, 0.860, -2.113], [-1.411, 0.736, -0.862], [-0.676, 1.043, 1.847], [1.220, 1.446, 2.097]], "lowdin_charge": [-0.05, -0.09, -0.16, -0.14, -0.14, -0.04, 0.10, 0.10, 0.12, 0.12, 0.10, 0.09], "max_force_ev_per_a": 3.6, "smiles": "C1=CC2=C(C1)C2", "de_lowest_kcal_mol": 112.9, "spin_multiplicity": 1}

Entry 12:
{"formula": "C6H6", "method": "ωB97M-V/def2-TZVPD", "symbols": ["C", "C", "C", "C", "C", "C", "H", "H", "H", "H", "H", "H"], "coordinates": [[1.436, 1.673, -0.010], [0.481, 0.598, 0.025], [0.553, -0.987, -0.238], [-0.875, 0.323, 0.885], [-0.886, 0.646, -0.530], [-0.910, -0.807, -0.107], [2.400, 1.306, 0.057], [0.702, -1.291, -1.295], [1.078, -1.635, 0.418], [-0.671, 0.552, 1.924], [-1.570, 1.114, -1.118], [-1.737, -1.492, -0.011]], "lowdin_charge": [0.21, -0.38, -0.08, -0.01, -0.09, -0.19, -0.04, 0.11, 0.09, 0.14, 0.11, 0.13], "max_force_ev_per_a": 3.9, "de_lowest_kcal_mol": 191.1, "spin_multiplicity": 1}

Entry 13:
{"formula": "C6H6BF4I3NV", "method": "ωB97M-V/def2-TZVPD", "symbols": ["V", "I", "C", "I", "H", "H", "F", "B", "F", "F", "F", "I", "C", "C", "C", "C", "C", "N", "H", "H", "H", "H"], "coordinates": [[-0.141, -0.420, 0.982], [-2.042, -2.233, -0.046], [-3.453, -1.082, 1.137], [-2.628, 0.903, 1.391], [-3.542, -1.537, 2.124], [-4.415, -1.027, 0.625], [1.894, -2.424, 3.179], [0.914, -2.411, 2.299], [1.366, -1.684, 1.056], [-0.177, -1.507, 2.734], [0.338, -3.543, 1.888], [1.503, 1.658, 1.877], [1.240, 1.556, -0.243], [1.897, 2.383, -1.129], [1.614, 2.223, -2.482], [0.688, 1.260, -2.862], [0.086, 0.476, -1.893], [0.364, 0.611, -0.590], [2.597, 3.125, -0.776], [2.106, 2.846, -3.214], [0.423, 1.123, -3.901], [-0.631, -0.295, -2.156]], "lowdin_charge": [0.17, 1.07, -0.94, 0.96, -0.01, -0.01, 0.27, -1.25, -0.06, -0.04, 0.20, 1.17, -0.65, -0.07, -0.01, -0.01, -0.09, -0.18, 0.12, 0.13, 0.12, 0.09], "max_force_ev_per_a": 2.2, "de_lowest_kcal_mol": 0.0, "spin_multiplicity": 2, "charge": 1}

Entry 14:
{"formula": "C6H6BrClN2", "method": "ωB97M-V/def2-TZVPD", "symbols": ["C", "C", "C", "C", "C", "C", "N", "N", "Cl", "Br", "H", "H", "H", "H", "H", "H"], "coordinates": [[-2.236, 0.295, 0.624], [-2.039, 0.135, -0.785], [-1.149, 0.588, 1.446], [-0.716, 0.242, -1.385], [0.122, 0.548, 0.922], [0.322, 0.361, -0.437], [2.366, -1.665, -0.606], [1.593, 0.261, -1.016], [2.150, -1.828, 1.047], [3.012, 1.244, -0.310], [-3.230, 0.181, 1.070], [-2.822, -0.285, -1.433], [-1.285, 0.709, 2.501], [-0.415, 0.150, -2.418], [1.040, 0.454, 1.571], [3.286, -1.390, -0.790]], "lowdin_charge": [-0.07, -0.05, -0.09, 0.01, -0.13, -0.46, -0.42, -0.42, 0.56, 0.67, 0.10, 0.10, 0.10, 0.11, 0.06, -0.07], "max_force_ev_per_a": 3.5, "de_lowest_kcal_mol": 0.0, "spin_multiplicity": 1}

Entry 15:
{"formula": "C6H6BrF", "method": "ωB97M-V/def2-TZVPD", "symbols": ["C", "C", "C", "C", "C", "C", "F", "Br", "H", "H", "H", "H", "H", "H"], "coordinates": [[2.601, -2.012, 0.183], [-2.532, 2.249, 0.100], [1.316, -1.653, 0.018], [-1.397, 1.615, -0.174], [1.106, -0.395, -0.571], [-1.039, 0.307, 0.056], [1.915, 0.696, -0.455], [-2.296, -0.987, 0.006], [2.811, -3.116, 0.358], [3.475, -1.402, 0.171], [-2.655, 3.372, 0.064], [-3.294, 1.577, 0.420], [0.570, -2.403, 0.206], [-0.582, 2.153, -0.382]], "lowdin_charge": [0.03, 0.01, -0.21, -0.37, -0.04, -0.58, 0.01, 0.76, 0.09, 0.06, 0.09, 0.02, 0.09, 0.05], "max_force_ev_per_a": 5.3, "de_lowest_kcal_mol": 140.3, "spin_multiplicity": 1}

Entry 16:
{"formula": "C6H6BrI2O3", "method": "ωB97M-V/def2-TZVPD", "symbols": ["C", "C", "C", "C", "C", "C", "O", "O", "O", "Br", "I", "I", "H", "H", "H", "H", "H", "H"], "coordinates": [[-1.661, 2.260, -1.136], [-0.670, 1.356, -1.225], [2.211, -2.148, 0.279], [0.069, 0.034, 1.787], [0.433, -0.512, 0.379], [-0.708, -0.179, -0.607], [2.408, -3.278, -0.057], [2.887, -1.203, 0.608], [0.664, -1.827, 0.377], [-2.499, -0.440, 0.317], [0.991, 1.757, -2.526], [-0.841, -1.527, -2.233], [-1.751, 3.189, -1.593], [-2.565, 1.927, -0.536], [-0.574, -0.759, 2.225], [1.040, 0.211, 2.310], [-0.727, 0.939, 1.638], [1.294, 0.201, -0.008]], "lowdin_charge": [-0.12, -0.81, -0.72, -0.10, -0.66, -1.10, 0.03, 0.01, -0.15, 0.61, 0.77, 0.87, 0.02, 0.02, 0.05, 0.09, 0.08, 0.13], "max_force_ev_per_a": 3.7, "spin_multiplicity": 1, "charge": -1}

Entry 17:
{"formula": "C6H6BrN", "method": "ωB97M-V/def2-TZVPD", "symbols": ["N", "C", "C", "C", "C", "C", "Br", "C", "H", "H", "H", "H", "H", "H"], "coordinates": [[3.078, -0.938, 0.362], [2.158, -0.421, -0.046], [1.042, 0.175, -0.607], [-0.180, -0.391, -1.276], [-0.665, 0.251, -0.012], [-1.035, -0.536, 1.120], [-3.043, -0.840, 1.021], [0.280, 1.414, -0.138], [-0.618, 0.057, -2.191], [-0.470, -1.402, -1.202], [-0.950, -0.017, 2.187], [-0.579, -1.576, 1.075], [0.753, 2.024, 0.679], [0.229, 2.202, -0.973]], "lowdin_charge": [0.16, -0.21, -0.19, -0.08, -0.33, -0.51, 0.55, -0.08, 0.13, 0.10, 0.12, 0.10, 0.13, 0.13], "max_force_ev_per_a": 4.7, "smiles": "N#C[C@]12C[C@]1(CBr)C2", "de_lowest_kcal_mol": 52.6, "spin_multiplicity": 1}

Entry 18:
{"formula": "C6H6BrNOS", "method": "ωB97M-V/def2-TZVPD", "symbols": ["C", "C", "C", "Br", "O", "C", "N", "C", "C", "S", "H", "H", "H", "H", "H", "H"], "coordinates": [[0.692, -0.570, -0.295], [2.006, 0.324, 0.059], [3.049, -0.548, 0.151], [4.723, 0.124, 0.289], [1.602, 1.548, -0.271], [0.234, 1.748, -0.010], [-0.362, 1.279, 1.028], [-1.649, 1.614, 0.941], [-1.991, 2.601, 0.030], [-0.551, 2.860, -0.866], [-0.102, 0.011, -0.775], [0.375, -1.119, 0.624], [1.176, -1.249, -0.999], [3.150, -1.593, 0.315], [-2.187, 1.077, 1.702], [-2.928, 2.878, -0.504]], "lowdin_charge": [-0.04, -0.37, -0.62, 0.73, 0.00, -0.78, 0.05, -0.24, -0.34, 1.14, 0.07, 0.10, 0.07, 0.04, 0.11, 0.08], "max_force_ev_per_a": 7.6, "smiles": "C/C(=C/Br)Oc1nccs1", "de_lowest_kcal_mol": 19.0, "spin_multiplicity": 1}

Number 1: electronic energy -232.062515 hartree. Number 2: electronic energy -231.945637 hartree. Number 3: electronic energy -231.957952 hartree. Number 4: electronic energy -232.099260 hartree. Number 5: electronic energy -232.060793 hartree. Number 6: electronic energy -232.069706 hartree. Number 7: electronic energy -232.014738 hartree. Number 8: electronic energy -231.980454 hartree. Number 9: electronic energy -231.941093 hartree. Number 10: electronic energy -232.017512 hartree. Number 11: electronic energy -232.046451 hartree. Number 12: electronic energy -231.921755 hartree. Number 13: electronic energy -2548.364511 hartree. Number 14: electronic energy -3375.769752 hartree. Number 15: electronic energy -2905.819917 hartree. Number 16: electronic energy -3627.371041 hartree. Number 17: electronic energy -2860.860031 hartree. Number 18: electronic energy -3334.280951 hartree.